DFT (ωB97M-V with the def2-TZVPD basis set) results for a gas-phase ion, C3H6IN2O (charge +1) at a distorted geometry.

Geometry as XYZ:
```
13
C3H6IN2O (ωB97M-V with the def2-TZVPD basis set)
C -0.75 -0.65 0.85
N 0.12 0.15 0.08
C 0.30 0.14 -1.25
N 1.36 0.86 -1.58
O 1.84 1.45 -0.55
C 1.32 0.82 0.52
I 2.81 -0.48 1.57
H -0.35 -0.88 1.75
H -1.66 -0.09 0.83
H -1.14 -1.53 0.45
H -0.34 -0.38 -2.07
H 1.69 1.17 -2.52
H 1.02 1.67 1.33
```

As for the structure (SMILES): CN1C=[NH+]O[C@@H]1I. Its total energy is -599.98365 hartree. The energy above the lowest of the compared OMol25 structures with the same formula, charge and spin comes out at 320.74 kJ/mol. The value obtained for the molecular weight is 213.00 g/mol. The orbital gap is 9.220 eV. The charge is +1. The calculation puts the LUMO energy at -4.25 eV.

***

DFT (ωB97M-V with the def2-TZVPD basis set) results for a molecular structure, C3H6IN2S at a distorted geometry.

Geometry as XYZ:
```
13
C3H6IN2S (ωB97M-V with the def2-TZVPD basis set)
C -0.55 -0.83 0.38
C 0.17 1.38 -0.26
C 1.61 0.15 -0.86
N -0.71 0.48 0.36
N -1.51 -1.55 0.96
S 0.80 -1.49 -0.49
I 3.37 0.26 0.33
H 0.77 2.00 0.30
H 0.02 1.85 -1.27
H 1.65 0.25 -1.87
H -1.60 0.95 0.41
H -2.19 -1.05 1.53
H -1.83 -2.40 0.51
```

Its total energy is -922.99792 hartree. The energy above the lowest of the compared OMol25 structures with the same formula, charge and spin comes out at 85.99 kJ/mol. The value obtained for the molecular weight is 229.07 g/mol. The orbital gap is 9.214 eV. The charge is +1. The calculation puts the LUMO energy at -4.00 eV.